No. 1
DFT (ωB97M-V/def2-TZVPD) results for a structure of composition C3H5NO2 at a distorted geometry.

Values from the calculation:
energy: -322.44008 hartree
charge: 0
F_max: 4.63 eV/Å
Kohn-Sham gap: 9.77 eV
energy above the lowest of the compared OMol25 structures with the same formula, charge and spin: 3.653 eV

Each line ends with the Mulliken charge.
Cartesian coordinates (Å):
N -1.62585 0.76034 0.23762  -0.389
C -0.77337 -0.20852 0.61753  0.370
O -0.82952 -0.83135 1.65719  -0.558
C 0.37526 -0.65481 -0.24168  0.349
C 1.51075 0.14513 -0.60587  -0.630
O 1.20866 -1.17592 0.72427  -0.434
H -1.44610 1.29976 -0.59058  0.210
H -2.36429 1.02320 0.87263  0.248
H 0.12046 -1.37880 -1.01669  0.277
H 2.02705 -0.03663 -1.56184  0.266
H 1.79695 1.05760 -0.09258  0.292

Atoms 1-3, force components in eV/Å:
N -0.145 0.162 -0.098
C -0.532 -0.405 0.620
O -1.388 0.636 0.140

No. 2
DFT (ωB97M-V/def2-TZVPD) results for a structure of composition C30H28N2SiSr at a distorted geometry.

Values from the calculation:
energy: -1589.58837 hartree
charge: 0
F_max: 3.13 eV/Å
Kohn-Sham gap (alpha / beta): 3.90 / 2.26 eV
energy above the lowest of the compared OMol25 structures with the same formula, charge and spin: 2.433 eV

Each line ends with the Mulliken charge.
Cartesian coordinates (Å):
C 0.21735 -0.34024 1.59239  -1.264
C 0.30447 -1.65731 1.04646  -0.017
C 1.67546 -1.95528 0.82682  -0.652
H -0.51621 -2.35315 0.90585  0.369
C 2.43482 -0.84558 1.26638  -0.494
C 1.54070 0.15921 1.71750  -0.497
H 1.82382 1.11873 2.15008  0.389
H -0.69745 0.15025 1.91834  0.519
H 2.07152 -2.90453 0.47765  0.467
H 3.51966 -0.79217 1.31745  0.462
Sr 0.50150 0.06188 -1.16759  1.719
C -1.13516 -1.25229 -2.65288  -2.126
H -0.32707 -1.76229 -2.07946  0.118
H -1.00924 -0.28206 -3.16681  0.872
H -1.46628 -1.98894 -3.40488  0.410
Si -3.50473 -2.98817 -1.32150  -0.178
C -4.44484 -1.94921 -0.10694  0.421
C -3.91014 -1.64487 1.16334  -0.083
H -2.85317 -1.71643 1.34257  0.325
C -4.77082 -1.35093 2.22112  -0.605
H -4.39011 -1.23753 3.23087  0.387
C -6.15450 -1.27054 1.99618  -0.424
H -6.83953 -1.17242 2.83137  0.353
C -6.64907 -1.30702 0.68143  -0.286
H -7.71281 -1.17015 0.49474  0.357
C -5.77696 -1.53605 -0.37898  -0.870
H -6.15306 -1.50867 -1.39032  0.370
C -2.20997 -4.10907 -0.61334  0.558
C -2.74538 -5.00152 0.34117  -0.450
H -3.80081 -4.91321 0.61828  0.345
C -1.97063 -6.02792 0.88188  -0.677
H -2.42843 -6.72585 1.58628  0.354
C -0.63357 -6.15497 0.49770  -0.425
H -0.02688 -6.94741 0.93687  0.362
C -0.08889 -5.29939 -0.46622  -0.517
H 0.94860 -5.41231 -0.77106  0.420
C -0.87765 -4.31066 -1.04415  -0.192
H -0.47134 -3.73068 -1.87065  0.321
H -2.03460 -1.29456 -1.95955  0.449
H -4.58608 -3.90448 -1.73796  -0.282
C -1.73393 2.86177 -3.90406  -0.808
C -1.34176 2.06350 -2.82625  -0.519
N -0.09492 2.12514 -2.30994  -0.860
C 0.77549 3.08668 -2.71590  0.324
C 0.38125 4.03562 -3.70557  1.192
C -0.87234 3.85805 -4.33700  -0.592
C 1.24946 5.14255 -3.95878  -0.940
C 2.40784 5.31936 -3.23727  -0.959
C 2.85045 4.37535 -2.26321  1.010
C 4.03010 4.52606 -1.51055  -0.544
C 4.41666 3.52862 -0.63410  -0.810
C 3.62478 2.37421 -0.52247  -0.271
N 2.46866 2.21860 -1.19144  -0.161
C 2.06343 3.20092 -2.03852  0.002
H -2.70896 2.67485 -4.35747  0.404
H -2.00943 1.32382 -2.37145  0.902
H -1.15381 4.53458 -5.14737  0.401
H 0.94848 5.86334 -4.72586  0.351
H 3.03643 6.19467 -3.40088  0.347
H 4.61134 5.43560 -1.65630  0.404
H 5.31794 3.61709 -0.03846  0.399
H 3.93253 1.55340 0.12545  0.420

Atoms 1-3, force components in eV/Å:
C 0.153 -0.339 -0.224
C 0.044 0.205 0.053
C -0.331 0.238 -0.009

No. 3
DFT (ωB97M-V/def2-TZVPD) results for an isolated molecule of C8H13BO3 at a distorted geometry.

Values from the calculation:
energy: -563.26001 hartree
charge: 0
F_max: 6.48 eV/Å
Kohn-Sham gap: 8.69 eV
energy above the lowest of the compared OMol25 structures with the same formula, charge and spin: 0.565 eV

Each line ends with the Mulliken charge.
Cartesian coordinates (Å):
C -2.71378 -0.65507 -0.82624  -1.720
C -1.64692 0.27974 -0.26999  0.707
C -1.39262 1.52824 -0.74965  -0.452
C -0.29337 2.40168 -0.29686  -0.356
C 0.68353 1.91721 0.43618  -0.903
C 0.65241 0.41803 0.77441  -0.097
O 1.42318 -0.17637 -0.28518  -0.476
B 2.75755 -0.27137 -0.20325  0.756
O 3.45647 -1.02582 -1.09611  -0.594
O 3.38709 0.27371 0.88365  -0.531
C -0.80049 -0.32120 0.77719  0.491
C -0.77377 -1.89387 0.71491  -1.971
H -2.40809 -1.11239 -1.67050  0.378
H -3.54435 0.04374 -1.14401  0.416
H -3.12462 -1.34756 -0.13103  0.409
H -2.01972 2.02449 -1.61207  0.202
H -0.11783 3.46212 -0.60958  0.286
H 1.61606 2.30354 0.65073  0.568
H 1.29282 0.37439 1.60995  0.499
H 3.19350 -1.35630 -1.92558  0.297
H 4.06742 -0.26813 1.16255  0.278
H -1.39922 0.01863 1.62475  0.343
H -1.71182 -2.20841 0.86982  0.621
H -0.04255 -2.22695 1.52511  0.352
H -0.54089 -2.18211 -0.20920  0.498

Atoms 1-3, force components in eV/Å:
C -2.014 4.470 1.482
C 0.315 0.585 -1.981
C -1.651 0.787 -1.426

No. 4
DFT (ωB97M-V/def2-TZVPD) results for an isolated molecule of C6H7NO4S2 at a distorted geometry.

Values from the calculation:
energy: -1384.80014 hartree
charge: 0
F_max: 6.20 eV/Å
Kohn-Sham gap: 8.61 eV
energy above the lowest of the compared OMol25 structures with the same formula, charge and spin: 2.661 eV

Each line ends with the Mulliken charge.
Cartesian coordinates (Å):
N -0.53042 1.88783 0.21131  -0.375
C -0.29386 0.61521 -0.05049  0.281
C -0.95375 -0.38098 -0.71028  0.114
S -2.59178 0.00774 -1.25582  0.886
O -2.96514 -0.61694 -2.43799  -0.547
O -2.86406 1.44460 -1.20599  -0.656
C -0.43541 -1.62854 -1.00190  -0.655
C 0.76284 -2.06642 -0.51317  -0.622
C 1.59561 -1.19038 0.20995  -0.218
C 1.12359 -0.00165 0.63293  0.049
S 2.18608 0.98336 1.60721  0.954
O 1.86283 2.32009 1.26298  -0.673
O 3.54041 0.57980 1.66431  -0.563
H -1.48264 2.23939 0.10643  0.202
H 0.21837 2.42209 0.77405  0.291
H -3.51343 -0.53717 -0.20076  0.138
H -1.01521 -2.16251 -1.60823  0.625
H 1.03175 -3.08204 -0.86515  0.308
H 2.65982 -1.49149 0.55897  0.319
H 1.66441 0.65803 2.82162  0.143

Atoms 1-3, force components in eV/Å:
N 0.167 1.097 1.129
C 5.096 -1.041 3.382
C -1.809 1.467 -0.485

No. 5
DFT (ωB97M-V/def2-TZVPD) results for a cluster of 3 separate species, C5H11O2 in total at a distorted geometry.

Values from the calculation:
energy: -347.35276 hartree
charge: -2
F_max: 1.49 eV/Å
multiplicity: 2
Kohn-Sham gap (alpha / beta): 5.65 / 5.45 eV
energy above the lowest of the compared OMol25 structures with the same formula, charge and spin: 4.127 eV
⟨S²⟩: 0.7623

Each line ends with the Mulliken spin population.
Cartesian coordinates (Å):
C -1.46299 -0.23190 0.29809  -0.010
O -2.61495 -0.53865 -0.41591  0.001
C -0.24052 -0.22202 -0.64741  0.105
C 1.08071 -0.19380 0.06265  0.063
C 2.14412 0.61023 -0.21029  0.041
C 3.45623 0.47916 0.34036  0.356
H -1.46843 0.80111 0.69809  0.009
H -1.22115 -0.87018 1.16535  0.014
H -0.32951 0.58448 -1.37863  -0.006
H -0.28577 -1.15104 -1.24105  -0.011
H 1.31725 -0.88064 0.87404  0.047
H 3.29142 -0.82273 -1.26513  0.509
H 1.99404 1.47537 -0.85933  0.017
H 4.15731 1.29012 0.16302  -0.061
H 3.67489 -0.31368 1.03770  -0.071
H -5.36894 0.09036 0.32720  0.000
H -3.52682 -0.23558 0.14999  -0.002
O -4.59691 0.12939 0.90128  0.000

Atoms 1-3, force components in eV/Å:
C 0.607 1.033 -0.880
O -0.345 -0.099 0.440
C 0.215 -0.981 0.511

No. 6
DFT (ωB97M-V/def2-TZVPD) results for a structure of composition C4H7NS at a distorted geometry.

Values from the calculation:
energy: -609.39785 hartree
charge: 0
F_max: 7.17 eV/Å
Kohn-Sham gap: 8.20 eV
energy above the lowest of the compared OMol25 structures with the same formula, charge and spin: 4.371 eV

Each line ends with the Mulliken charge.
Cartesian coordinates (Å):
C -0.77964 0.27387 0.38621  -0.478
C 0.41444 -0.14630 -0.49090  0.079
C 1.40958 1.00135 -0.11645  -0.461
C 1.32079 -1.01918 0.20727  -0.403
H -0.73155 0.87570 1.47152  0.199
H 0.26986 -0.24405 -1.52693  0.440
H 1.60327 1.94072 -0.63907  0.347
H 1.15132 1.37773 1.03282  0.164
H 3.05893 -0.20139 0.53045  0.219
H 1.49342 -2.00821 -0.35175  0.271
H 1.05133 -1.18958 1.37168  0.250
N 2.31536 -0.02328 -0.09608  -0.410
S -2.39344 -0.06540 -0.07081  -0.220

Atoms 1-3, force components in eV/Å:
C -4.701 -0.507 0.201
C -4.113 5.054 2.990
C -1.382 2.665 3.011

No. 7
DFT (ωB97M-V/def2-TZVPD) results for a structure of composition C12H21Br2N2O9PSc.

Values from the calculation:
energy: -7506.79730 hartree
charge: +1
F_max: 0.27 eV/Å
Kohn-Sham gap: 9.69 eV
energy above the lowest of the compared OMol25 structures with the same formula, charge and spin: 0.240 eV

Each line ends with the Mulliken charge.
Cartesian coordinates (Å):
Sc 0.09385 0.86266 -0.67219  0.642
O -0.41530 -0.54800 3.09571  -0.812
C -0.71779 0.23767 2.19227  0.094
O 0.16846 0.70406 1.38141  -0.451
C -2.13532 0.72533 1.97312  0.035
C -2.08196 2.17992 1.47551  -0.221
C -3.46387 2.82096 1.50937  -1.001
C -4.15562 2.14368 0.30101  -1.004
C -3.06214 1.21045 -0.19836  -0.132
O -1.84605 1.98456 0.05040  -0.487
C -2.85486 0.02250 0.75184  -0.010
C -2.01051 -1.06670 0.08744  -0.040
O -2.09142 -2.22953 0.40175  -0.675
O -1.17750 -0.61111 -0.83082  -0.365
H -2.70200 0.59874 2.89152  0.712
H -1.27548 2.77428 1.89303  0.707
H -3.96335 2.62596 2.45704  0.363
H -3.39238 3.89780 1.37598  0.351
H -5.05872 1.59747 0.56726  0.386
H -4.40805 2.87074 -0.46768  0.359
H -3.10864 0.94336 -1.24859  0.739
H -3.78658 -0.43727 1.07304  0.664
Br 0.13677 -2.65901 -3.64165  -0.125
C 0.29402 -3.44265 -1.89662  0.546
Br 2.09938 -4.06581 -1.53596  -0.186
H -0.34701 -4.31179 -1.84663  0.455
H 0.03785 -2.68759 -1.16574  -0.708
O -0.34322 2.20289 -2.32086  -0.529
C 0.50708 1.69065 -3.08788  0.046
O 1.20135 0.70273 -2.70067  -0.582
H 0.64822 2.09714 -4.09511  0.472
N 1.90080 -1.48915 2.29579  -0.055
C 2.94463 -0.51953 1.84546  -0.987
P 2.60504 -0.09841 0.08540  1.407
O 2.25825 1.34739 -0.12787  -0.806
O 1.52191 -1.04710 -0.35640  -0.219
C 4.02688 -0.51484 -1.01068  -0.799
N 3.39336 -0.86003 -2.32600  -0.094
H 1.00077 -1.01582 2.70432  0.219
H 2.26459 -2.14938 2.97827  0.439
H 1.55352 -2.00477 1.47604  0.160
H 3.93474 -0.95594 1.97391  0.510
H 2.87878 0.39078 2.43664  0.404
H 4.59248 -1.38088 -0.67027  0.433
H 4.68798 0.33814 -1.14377  0.412
H 4.08468 -0.94288 -3.06962  0.442
H 2.65875 -0.16704 -2.61740  0.338
H 2.90360 -1.76461 -2.24279  -0.047

Atoms 1-3, force components in eV/Å:
Sc -0.079 0.086 -0.125
O 0.008 -0.012 0.029
C -0.024 0.076 -0.076

No. 8
DFT (ωB97M-V/def2-TZVPD) results for a structure of composition C4H11FN3 at a distorted geometry.

Values from the calculation:
energy: -422.84672 hartree
charge: +1
F_max: 4.85 eV/Å
Kohn-Sham gap: 10.02 eV
energy above the lowest of the compared OMol25 structures with the same formula, charge and spin: 1.992 eV

Each line ends with the Mulliken charge.
Cartesian coordinates (Å):
C 0.20680 1.30336 -1.32908  -0.452
C 0.10096 -1.38682 -1.57609  -1.200
C -0.30404 -0.27856 0.76027  -0.813
C 0.49037 -0.13072 -0.59991  1.139
N -0.25236 2.24197 -0.63887  -0.219
N -0.09804 -1.46725 1.36473  -0.458
N 0.22558 0.96579 1.43669  -0.624
F 1.83296 -0.06968 -0.33806  -0.336
H 0.41130 1.28727 -2.36818  0.495
H -0.50747 -1.00275 -2.45041  0.379
H 1.03738 -1.91315 -1.98774  0.310
H -0.46360 -2.08176 -0.95267  0.358
H -1.22526 0.04786 0.50188  0.657
H -0.53214 3.12900 -0.90824  0.159
H 0.86201 -1.53919 1.79647  0.274
H -0.75841 -1.83027 2.01593  0.253
H -0.04375 1.92429 0.52428  0.455
H 1.31439 0.86574 1.44947  0.362
H -0.05957 1.20227 2.40498  0.264

Atoms 1-3, force components in eV/Å:
C -0.148 -2.584 1.100
C 1.200 1.584 -0.159
C 3.637 3.020 -1.088